Formula: CH5S3
Source: the Open Molecules 2025 dataset
Level of theory: wB97M-V/def2-TZVPD

The geometry in XYZ format:
```
9
Properties=species:S:1:pos:R:3:mulliken_charge:R:1
S 1.387 -1.093 2.507 -0.34
H 0.713 -2.073 3.119 0.10
C -0.071 0.619 -1.774 -0.76
S -1.597 1.140 -0.975 -0.20
S -1.426 0.240 0.897 -0.59
H 0.668 1.397 -1.638 0.23
H -0.238 0.463 -2.841 0.25
H 0.270 -0.322 -1.342 0.25
H 0.295 -0.372 2.048 0.06
```

The LUMO energy comes out at 3.38 eV. The net charge is -1. The value obtained for the energy relative to the best compared isomer or geometry (same formula, charge and spin) is 21.16 kJ/mol. The calculation puts the HOMO energy at -2.46 eV. The HOMO-LUMO gap comes out at 5.847 eV. The total energy comes out at -33625.0846 eV.

Formula: CH6ClNSi
Source: the Open Molecules 2025 dataset
Level of theory: wB97M-V/def2-TZVPD

The geometry in XYZ format:
```
10
Properties=species:S:1:pos:R:3:mulliken_charge:R:1
C -2.162 -0.837 -0.319 -0.45
N 2.598 0.918 -0.207 -0.44
Si 1.413 -0.210 0.405 0.02
Cl -3.339 0.418 0.191 -0.20
H -1.359 -0.495 -0.960 0.18
H -2.650 -1.596 -0.847 0.31
H 2.946 1.727 0.288 0.26
H 3.287 0.471 -0.757 0.27
H 0.803 0.598 1.629 -0.08
H -1.538 -0.994 0.576 0.13
```

The LUMO energy comes out at -0.08 eV. The net charge is 0. The value obtained for the energy relative to the best compared isomer or geometry (same formula, charge and spin) is 349.56 kJ/mol. The calculation puts the HOMO energy at -8.65 eV. The HOMO-LUMO gap comes out at 8.574 eV. The total energy comes out at -23023.2054 eV.

Formula: CH6F3PSi2
Source: the Open Molecules 2025 dataset
Level of theory: wB97M-V/def2-TZVPD

The geometry in XYZ format:
```
13
Properties=species:S:1:pos:R:3:mulliken_charge:R:1
C 0.036 -0.122 0.585 -0.06
F -1.301 2.310 1.076 -0.23
F -1.864 1.582 -1.099 -0.25
F -2.699 0.396 0.581 -0.21
Si 1.714 0.674 0.243 0.35
Si -0.235 -1.685 -0.354 0.32
P -1.276 0.935 0.238 0.72
H 1.673 0.734 -1.227 -0.09
H 2.667 -0.288 0.768 -0.11
H 2.159 1.988 0.961 -0.10
H 0.607 -2.689 0.064 -0.16
H 0.171 -1.829 -1.912 -0.07
H -1.653 -2.005 0.075 -0.11
```

The LUMO energy comes out at 0.39 eV. The net charge is 0. The value obtained for the energy relative to the best compared isomer or geometry (same formula, charge and spin) is 0.00 kJ/mol. The calculation puts the HOMO energy at -9.75 eV. The HOMO-LUMO gap comes out at 10.132 eV. The total energy comes out at -34331.2187 eV.

Which value of HOMO energy does entry 3 give?
-9.75 eV

What did the second record say?
Formula: CH6ClNSi
Source: the Open Molecules 2025 dataset
Level of theory: wB97M-V/def2-TZVPD

The geometry in XYZ format:
```
10
Properties=species:S:1:pos:R:3:mulliken_charge:R:1
C -2.162 -0.837 -0.319 -0.45
N 2.598 0.918 -0.207 -0.44
Si 1.413 -0.210 0.405 0.02
Cl -3.339 0.418 0.191 -0.20
H -1.359 -0.495 -0.960 0.18
H -2.650 -1.596 -0.847 0.31
H 2.946 1.727 0.288 0.26
H 3.287 0.471 -0.757 0.27
H 0.803 0.598 1.629 -0.08
H -1.538 -0.994 0.576 0.13
```

The LUMO energy comes out at -0.08 eV. The net charge is 0. The value obtained for the energy relative to the best compared isomer or geometry (same formula, charge and spin) is 349.56 kJ/mol. The calculation puts the HOMO energy at -8.65 eV. The HOMO-LUMO gap comes out at 8.574 eV. The total energy comes out at -23023.2054 eV.

What is the HOMO-LUMO gap in the third record?
10.132 eV